Below is 2 unconnected molecules or ions with the total composition C7H7Cl5N at a distorted geometry, with properties calculated with ωB97M-V with the def2-TZVPD basis set.

Geometry as XYZ:
```
20
Properties=species:S:1:pos:R:3:forces:R:3
C -1.130035 -2.569135 1.196289 0.36 -1.05 -0.86
C -0.553986 -1.414893 1.817073 1.82 1.75 0.07
C -0.980410 2.512914 -0.767358 -3.03 1.77 0.87
C -0.546957 -2.839911 0.031983 0.27 2.03 -0.43
C 0.231839 2.549544 -0.280602 -1.35 -0.10 -1.04
C 0.382885 -0.839014 1.022346 -0.34 -0.62 -0.39
C 0.448860 -1.636435 -0.260847 -0.49 -2.42 0.47
N 1.191811 1.832415 -1.178581 2.90 0.35 4.09
Cl -2.303385 -3.504254 1.915847 -0.91 -0.44 0.54
Cl -0.875115 -0.941032 3.379373 -0.29 0.25 0.81
Cl 1.565774 0.357357 1.412278 -0.43 -0.63 0.42
Cl 2.075850 -2.258868 -0.653171 -0.25 0.32 0.30
Cl -0.198424 -0.844946 -1.712451 -0.25 0.34 -0.28
H -1.960100 2.998212 -0.429862 1.99 -0.51 0.48
H -1.236254 2.073081 -1.682396 0.30 -0.95 -1.40
H -0.979815 -3.473099 -0.724891 0.52 -0.27 -0.16
H 0.482453 3.006087 0.668803 0.71 -0.19 -0.34
H 2.053449 1.754457 -0.491323 -1.52 -0.20 -2.18
H 1.479665 2.413103 -1.974821 -0.35 -0.68 -0.10
H 0.851896 0.824416 -1.287689 0.36 1.24 -0.88
```
Positions in Å, forces in eV/Å.

Output
Frontier orbital gap, Eh: 0.3129
F_max, eV/A: 5.023
Charge: +1
HOMO level, eV: -12.43
Calculated total energy, a.u.: -2626.30832

Charges per atom according to Löwdin partitioning, unit e: -0.768, -0.747, 0.042, -0.123, -0.202, -0.715, -1.130, 0.094, 0.811, 0.819, 0.772, 0.670, 0.743, 0.122, 0.046, 0.123, 0.114, 0.146, 0.172, 0.008